Entry 1:
Here is 2 unconnected molecules or ions with the total composition C2H8N2O2 from OMol25. Energies are from ωB97M-V/def2-TZVPD.

Electronic energy ... -9278.82141 eV
Energy relative to the best compared isomer or geometry (same formula, charge and spin) ... 25.1 kcal per mole
SMILES ... NC=O.NCO
Highest occupied orbital energy ... -9.5276 eV
Total charge ... 0
LUMO ... 0.9 eV

Geometry (Å):
N (2.351, 0.514, 0.557)
C (1.759, 0.444, -0.704)
O (1.088, -0.485, -1.068)
H (1.640, 0.268, 1.238)
H (2.707, 1.440, 0.734)
H (1.882, 1.366, -1.298)
N (-1.748, -0.488, -0.881)
C (-1.405, -0.695, 0.506)
O (-0.852, 0.498, 1.060)
H (-0.869, -0.464, -1.405)
H (-2.273, -1.293, -1.209)
H (-0.609, -1.425, 0.674)
H (-2.304, -0.934, 1.059)
H (-1.367, 1.255, 0.737)

The net atomic charges from Löwdin, expressed in e, are: 0.105 -0.378 0.008 0.084 0.080 0.130 0.018 -0.360 -0.100 0.041 0.072 0.107 0.105 0.090

---

Entry 2:
Here is 6 unconnected molecules or ions with the total composition C2H17NO5 from OMol25. Energies are from ωB97M-V/def2-TZVPD.

Electronic energy ... -14077.13169 eV
Energy relative to the best compared isomer or geometry (same formula, charge and spin) ... 35.6 kcal per mole
SMILES ... CNC.O.O.O.O.O
Highest occupied orbital energy ... -9.7375 eV
Total charge ... 0
LUMO ... 0.1 eV

Geometry (Å):
C (-0.952, -0.370, 2.541)
N (-0.921, -0.658, 1.121)
C (-2.284, -0.836, 0.597)
H (-1.762, 0.345, 2.737)
H (-1.207, -1.218, 3.182)
H (-0.080, 0.214, 2.834)
H (-0.390, -1.463, 0.814)
H (-2.909, -1.512, 1.188)
H (-2.296, -1.105, -0.457)
H (-2.765, 0.147, 0.654)
O (1.176, 0.551, -0.477)
H (1.090, 1.478, -0.704)
H (0.454, 0.344, 0.149)
O (3.484, -0.511, 0.798)
H (3.393, -1.381, 0.400)
H (2.892, 0.045, 0.263)
O (1.196, -2.613, -1.645)
H (1.062, -1.757, -1.224)
H (1.100, -2.410, -2.583)
O (-0.893, 2.827, -0.657)
H (-1.407, 3.546, -0.265)
H (-0.028, 3.066, -0.292)
O (0.863, 1.093, -3.342)
H (0.145, 1.660, -3.046)
H (1.040, 0.517, -2.588)

The net atomic charges from Löwdin, expressed in e, are: -0.132 -0.201 -0.124 0.079 0.082 0.078 0.099 0.077 0.079 0.074 -0.071 0.026 0.025 -0.076 0.023 -0.011 -0.054 -0.008 0.042 -0.052 0.050 0.037 -0.058 0.021 -0.006